(1)
C34H33Cl5N3OPSbSe4SiTl | ωB97M-V/def2-TZVPD

Last column: Mulliken charge in e.
Element x y z (Å)
1 Tl -0.1373 1.4655 -0.2689  1.1394
2 C -0.0055 -4.4458 -2.1258  -0.6239
3 C 0.0739 -4.4605 -0.7422  -0.7530
4 C 0.6979 -3.4267 -0.0715  -0.3676
5 C 1.2725 -2.3724 -0.7816  0.3098
6 C 1.2068 -2.3747 -2.1695  -0.5752
7 C 0.5656 -3.4049 -2.8337  -0.5084
8 P 1.9386 -0.9685 0.1938  1.1415
9 C 3.5585 -1.6344 0.7221  0.0947
10 C 4.4908 -0.7154 1.2019  -0.1294
11 C 5.7287 -1.1401 1.6441  -0.7618
12 C 6.0321 -2.4938 1.6480  -0.4765
13 C 5.0984 -3.4128 1.1974  -0.7509
14 C 3.8667 -2.9881 0.7327  -0.2213
15 C 2.4928 0.1105 -1.1714  -0.1642
16 C 3.6654 -0.1093 -1.8876  0.0806
17 C 3.9764 0.7197 -2.9487  -0.8064
18 C 3.1174 1.7460 -3.3059  -0.8315
19 C 1.9462 1.9547 -2.5966  -0.5802
20 C 1.6194 1.1498 -1.5103  0.3233
21 H -0.5315 -5.2316 -2.6480  0.3616
22 H -0.3672 -5.2757 -0.1836  0.4623
23 H 0.7316 -3.4185 1.0134  0.5063
24 H 1.6317 -1.5627 -2.7410  0.2052
25 H 0.4960 -3.3746 -3.9094  0.3673
26 H 4.2328 0.3345 1.2104  0.2269
27 H 6.4588 -0.4212 1.9917  0.4147
28 H 6.9921 -2.8306 2.0150  0.3552
29 H 5.3332 -4.4699 1.2079  0.3977
30 H 3.1449 -3.7026 0.3606  0.3504
31 H 4.3276 -0.9234 -1.6140  0.4858
32 H 4.8837 0.5481 -3.5124  0.3641
33 H 3.3585 2.3822 -4.1453  0.4017
34 H 1.2759 2.7489 -2.8966  0.5488
35 Cl 2.2418 2.2167 1.6437  -0.1611
36 C 0.8310 2.0437 2.6063  0.9085
37 C -0.3266 1.5860 1.9817  -1.5471
38 C -1.4544 1.4612 2.7868  0.9136
39 Cl -2.9289 0.9433 2.0671  -0.0696
40 C -1.4332 1.7352 4.1517  -0.2056
41 Cl -2.8380 1.5155 5.1215  -0.2298
42 C -0.2563 2.1917 4.7332  0.5384
43 Cl -0.1999 2.5469 6.4153  -0.2401
44 C 0.8831 2.3666 3.9555  -0.2427
45 Cl 2.3267 2.9743 4.6661  -0.2300
46 C 1.6553 5.4911 0.0906  -0.9806
47 Si -0.1566 5.1049 -0.3987  0.2266
48 C -1.2720 6.1274 0.7720  -1.1817
49 C -0.4081 5.6724 -2.2122  -1.1833
50 O -0.4804 3.5752 -0.2278  -0.2242
51 H 1.9213 6.5197 -0.1320  0.4251
52 H 2.3526 4.8430 -0.4351  0.2266
53 H 1.8018 5.3368 1.1565  0.2078
54 H -0.9939 7.1774 0.7752  0.3328
55 H -1.1843 5.7549 1.7903  0.2727
56 H -2.3177 6.0551 0.4879  0.2888
57 H -0.4596 6.7536 -2.3058  0.3913
58 H -1.3326 5.2623 -2.6119  0.3653
59 H 0.3998 5.3240 -2.8529  0.2700
60 N -1.1817 -0.7945 -3.2241  -0.3804
61 C -1.5153 0.1643 -2.6768  0.0423
62 Se -6.0273 2.1764 -2.7444  -0.6836
63 Sb -4.1904 0.8053 -3.5412  0.6678
64 Se -4.7652 -1.5465 -3.2349  -0.5819
65 Se -3.3723 1.3358 -5.7579  -0.6358
66 Se -2.1006 1.6229 -1.7972  -0.1713
67 N -0.9719 -0.7009 0.0692  -0.2311
68 C -1.7505 -1.5092 0.3479  -0.6994
69 N -2.5832 -2.4225 0.6865  0.9344
70 C -2.8247 -2.7323 2.0805  -0.7425
71 C -4.3261 -2.6858 2.3517  -0.5512
72 C -5.0249 -3.6700 1.4180  -0.7604
73 C -4.7434 -3.2808 -0.0299  -0.7353
74 C -3.2454 -3.2523 -0.3020  -0.3276
75 H -2.2848 -2.0171 2.7071  0.4165
76 H -2.4429 -3.7439 2.2898  0.3315
77 H -4.6873 -1.6737 2.1600  0.1906
78 H -4.5157 -2.9297 3.3995  0.3846
79 H -6.0994 -3.6589 1.5988  0.3649
80 H -4.6537 -4.6820 1.6137  0.3085
81 H -5.1573 -2.2935 -0.2386  0.3477
82 H -5.2027 -3.9794 -0.7288  0.3060
83 H -3.0580 -2.8469 -1.2985  0.1303
84 H -2.8196 -4.2633 -0.2453  0.2165

Atomic forces in eV per Å
Tl 1.7 0.4 1.3
C 0.0 0.0 -0.1
C 0.0 -0.2 0.2
C 0.0 0.0 -0.1
C 0.1 0.1 0.1
C 0.1 0.0 0.2
C 0.0 -0.2 -0.1
P 0.4 -0.3 -0.2
C -0.2 0.0 0.0
C 0.0 -0.1 0.0
C 0.0 0.0 0.1
C 0.1 -0.1 0.1
C 0.2 -0.2 0.1
C 0.0 0.1 -0.1
C -0.2 0.1 0.2
C 0.0 0.1 0.0
C 0.2 -0.1 -0.1
C 0.0 0.0 0.0
C -0.2 0.1 0.1
C 0.4 -0.3 0.0
H 0.0 -0.1 0.0
H -0.1 -0.1 0.0
H -0.1 0.0 0.0
H -0.1 0.0 0.0
H -0.1 0.0 -0.1
H 0.1 0.1 0.0
H 0.0 0.0 0.0
H 0.1 0.0 0.0
H 0.0 0.0 0.0
H 0.1 0.0 0.0
H 0.0 0.0 -0.1
H 0.1 0.0 0.0
H 0.0 0.1 -0.1
H -0.1 0.1 0.0
Cl 0.6 0.3 0.0
C -0.6 -0.2 0.1
C 0.1 0.3 0.2
C 0.5 -0.1 -0.3
Cl -0.4 0.0 -0.1
C 0.1 0.0 -0.1
Cl -0.1 0.0 0.1
C 0.0 0.0 0.0
Cl 0.0 0.0 0.2
C -0.1 -0.1 0.0
Cl 0.2 0.0 0.1
C -0.6 0.0 -0.1
Si 0.3 0.9 -0.1
C 0.4 -0.2 -0.4
C 0.0 -0.1 0.6
O -0.3 0.2 0.2
H 0.1 0.3 -0.1
H 0.1 -0.2 -0.1
H 0.0 -0.1 0.2
H 0.0 0.3 0.0
H 0.1 -0.1 0.1
H -0.2 -0.1 -0.1
H 0.0 0.3 0.0
H -0.2 -0.1 0.0
H 0.2 -0.1 0.0
N 0.2 -0.1 -0.1
C 0.6 -0.8 -0.4
Se 0.4 0.0 0.1
Sb -2.3 -0.3 -1.2
Se 0.3 0.3 0.2
Se 0.2 0.1 0.5
Se -1.7 0.9 -1.1
N -0.7 -1.2 0.1
C 1.1 1.1 -0.4
N -0.7 -0.8 0.3
C -0.2 0.1 0.5
C 0.2 -0.3 0.0
C -0.1 0.2 -0.1
C 0.2 -0.1 0.1
C -0.4 -0.2 -0.5
H 0.0 -0.1 -0.1
H 0.0 0.1 0.0
H 0.0 0.0 0.1
H 0.0 0.0 0.0
H -0.1 -0.1 0.0
H -0.1 -0.1 0.0
H 0.0 0.0 -0.1
H -0.1 0.0 0.0
H 0.0 0.0 0.0
H 0.0 0.0 0.0

Its total energy is -394709.7032 eV. The LUMO energy comes out at 3.507 eV. The HOMO-LUMO gap is 5.48 eV. As for the net charge: -2. The value obtained for the energy relative to the best compared isomer or geometry (same formula, charge and spin) is 1.533 eV. For the HOMO energy, the calculation gives -0.073 Ha.

(2)
ClH26O17 | ωB97M-V/def2-TZVPD

Last column: natural (NBO) charge in e.
Element x y z (Å)
1 Cl 0.0719 -0.2773 0.1265  2.5244
2 O 0.4625 0.7451 -0.8186  -0.9229
3 O -0.2554 0.5295 1.3175  -0.8495
4 O -0.9970 -1.1233 -0.3715  -0.8253
5 O 1.2743 -1.0526 0.2728  -0.9067
6 O 0.8965 -0.3890 -3.7596  -0.9495
7 H 1.2609 -0.7753 -2.9633  0.4995
8 H 1.6613 -0.1050 -4.2603  0.4615
9 O 3.0771 -1.8342 -1.7569  -0.9646
10 H 3.4912 -1.0089 -2.0088  0.4566
11 H 2.4862 -1.5978 -1.0419  0.4978
12 O 2.8530 2.0719 0.9133  -0.9516
13 H 3.3541 1.5048 1.4993  0.4662
14 H 2.4876 1.4773 0.2582  0.4930
15 O -1.8659 -0.2583 4.2767  -0.9650
16 H -2.0676 -1.1928 4.3238  0.4561
17 H -2.1314 0.0003 3.3942  0.4974
18 O -1.7538 -0.3414 -3.2550  -0.9624
19 H -1.7337 0.0600 -2.3862  0.4712
20 H -0.9406 -0.0548 -3.6706  0.4824
21 O -0.2408 -2.8239 2.5715  -0.9552
22 H -0.4867 -1.9612 2.9054  0.4748
23 H 0.6968 -2.7536 2.3921  0.4772
24 O -3.2327 0.9609 2.1360  -0.9466
25 H -3.1448 1.8411 2.5016  0.4714
26 H -2.9664 1.0532 1.2213  0.4896
27 O -0.1964 -4.3972 -1.2346  -0.9415
28 H 0.6114 -4.6051 -1.7042  0.4582
29 H -0.2841 -3.4475 -1.3168  0.4834
30 O 0.3112 2.3687 -3.9145  -0.9515
31 H 0.7496 2.6442 -4.7195  0.4617
32 H 0.8689 1.6748 -3.5628  0.4828
33 O 0.6856 3.5768 1.8916  -0.9748
34 H -0.0896 3.0348 1.7450  0.4725
35 H 1.3863 3.1258 1.4205  0.4892
36 O -1.7909 3.0214 -1.7120  -0.9514
37 H -0.9938 2.6225 -2.0611  0.4898
38 H -1.6403 3.9637 -1.7870  0.4602
39 O 2.5580 0.2323 3.5247  -0.9347
40 H 3.1994 -0.0037 2.8545  0.4487
41 H 1.9474 0.8178 3.0770  0.4886
42 O -3.5323 -2.4700 1.0356  -0.9489
43 H -3.2884 -2.8891 1.8609  0.4624
44 H -2.7588 -1.9648 0.7853  0.4854

Atomic forces in eV per Å
Cl 0.3 2.7 -0.1
O -0.5 0.2 -1.6
O -0.3 -2.4 -0.3
O 0.4 0.8 0.8
O 0.4 -1.3 1.3
O 0.3 0.3 -0.4
H 0.1 -0.4 0.5
H 0.2 -0.2 -0.3
O 0.2 -0.2 -0.7
H 0.2 0.2 0.0
H -0.5 0.1 0.6
O 0.3 0.2 -0.1
H 0.1 0.1 0.2
H -0.5 -0.3 -0.4
O 0.4 -0.2 0.6
H -0.1 -0.2 0.1
H -0.3 0.3 -0.7
O -0.6 -0.2 -0.2
H 0.0 0.0 0.3
H 0.2 0.0 -0.1
O -0.3 -0.4 0.1
H 0.1 0.5 0.1
H 0.2 0.1 -0.2
O -0.2 -0.1 0.2
H 0.0 0.3 0.1
H 0.2 -0.1 -0.4
O 0.0 -0.4 0.0
H 0.2 0.0 -0.1
H -0.2 0.4 0.1
O -0.1 0.5 0.0
H 0.0 0.2 -0.2
H -0.1 -0.5 0.3
O -0.3 0.6 0.4
H -0.2 -0.2 -0.1
H 0.4 -0.3 -0.1
O -0.4 0.0 0.3
H 0.3 -0.2 -0.2
H 0.1 0.2 0.0
O 0.3 -0.1 0.3
H 0.1 -0.3 -0.1
H -0.5 0.2 -0.2
O -0.5 0.0 0.0
H 0.2 -0.1 0.1
H 0.4 0.1 -0.2

Its total energy is -47747.9909 eV. The LUMO energy comes out at 2.015 eV. The HOMO-LUMO gap is 9.78 eV. As for the net charge: -1. The value obtained for the energy relative to the best compared isomer or geometry (same formula, charge and spin) is 0.689 eV. For the HOMO energy, the calculation gives -0.285 Ha.

(3)
C5H9N | ωB97M-V/def2-TZVPD

Last column: natural (NBO) charge in e.
Element x y z (Å)
1 C -1.5534 0.5138 1.6878  -0.0863
2 N -0.6485 1.4591 1.4830  -0.4193
3 C 0.3275 1.0381 0.5037  0.0060
4 C 0.1267 0.3333 -0.6839  -0.2349
5 C 0.2027 -1.1092 -0.7650  -0.4595
6 C 1.3301 -1.5930 -1.7612  -0.6046
7 H -2.4444 0.6077 2.4550  0.1844
8 H -1.7469 -0.2955 0.9752  0.1533
9 H 1.2848 1.1976 0.9197  0.1859
10 H 0.0304 0.8108 -1.6372  0.2060
11 H -0.7721 -1.3655 -1.0938  0.2419
12 H 0.5635 -1.3724 0.1862  0.2162
13 H 1.2116 -2.6243 -1.9379  0.2057
14 H 1.5169 -0.9546 -2.8058  0.1967
15 H 2.2933 -1.3154 -1.3305  0.2085

Atomic forces in eV per Å
C -1.3 2.5 -0.3
N -0.8 -1.5 -0.6
C -2.0 0.2 1.0
C -0.5 1.7 -0.1
C 4.7 0.6 -2.2
C 0.3 3.0 -1.7
H 2.3 0.3 -1.2
H 0.7 -0.2 0.2
H 1.3 -1.3 1.2
H -2.1 0.7 -0.3
H -1.0 -0.9 0.2
H -0.4 -1.5 1.4
H 0.4 -1.2 -0.5
H -1.4 -1.7 2.4
H 0.0 -0.7 0.5

As for the SMILES: C=N/C=C/CC. Its total energy is -6814.9070 eV. The LUMO energy comes out at -0.624 eV. The HOMO-LUMO gap is 6.44 eV. The value obtained for the energy relative to the best compared isomer or geometry (same formula, charge and spin) is 6.088 eV. For the HOMO energy, the calculation gives -0.259 Ha.

- What is the formula in the third record?
  C5H9N

- The lowest energy relative to the best compared isomer or geometry (same formula, charge and spin) belongs to which entry?
  ClH26O17

- Number 1 is which compound?
  C34H33Cl5N3OPSbSe4SiTl